Record 1
16
Properties=species:S:1:pos:R:3:forces:R:3:lowdin_charge:R:1 method="wB97M-V/def2-TZVPD" molar_mass_g_mol=373.91 lumo_energy_ev=-1.9 charge=0 homo_energy_ev=-9.19
C 1.599613 -1.288177 0.517961 0.03 0.31 2.83 0.09
C 0.351115 -0.866019 0.234079 1.76 0.07 -0.98 -0.38
C -0.488646 -1.517556 -0.849257 -0.15 -1.75 1.87 -0.05
C -0.642769 1.506216 -0.097689 -1.90 -2.11 -0.76 -0.70
C 0.002610 0.460882 0.756662 -0.98 -0.18 2.77 -0.62
O 0.338696 2.026621 -0.830094 0.83 2.07 -1.97 -0.53
F -1.319984 2.405517 0.612057 -0.30 1.65 1.08 -0.03
F 1.003465 1.074868 1.383161 1.19 0.17 0.49 -0.01
I -1.434537 0.163102 2.661640 0.46 -0.21 -1.20 0.67
I -0.334263 3.508218 -2.137319 0.53 -1.09 0.85 0.96
H 2.213088 -0.945550 1.441705 -1.20 0.09 -2.01 0.12
H 2.004641 -2.197381 0.150528 0.01 -0.70 -0.74 0.05
H -0.492786 -0.861909 -1.726993 -1.04 -0.35 0.17 0.09
H 0.025069 -2.453359 -1.109089 0.25 0.43 -0.29 0.07
H -1.416042 -2.019558 -0.336815 0.88 1.85 -1.45 0.13
H -1.409271 1.004087 -0.670539 -0.35 -0.26 -0.67 0.13

---

Record 2
31
Properties=species:S:1:pos:R:3:forces:R:3:lowdin_charge:R:1 method="wB97M-V/def2-TZVPD" molar_mass_g_mol=197.24 lumo_energy_ev="-5.2 / -5.2" charge=+1 homo_energy_ev="-12.40 / -12.40"
C -2.977576 -2.166045 -0.644662 1.33 1.14 -0.22 -0.03
C -1.747140 -2.497793 -1.237334 0.34 -0.64 0.50 -0.06
C -3.131349 -0.898337 -0.100750 1.20 -0.21 -0.61 -0.03
C -0.653859 -1.642180 -1.239145 -1.34 0.62 0.27 -0.07
C -2.011717 -0.063343 -0.017122 -2.17 0.09 0.52 -0.13
C -0.825431 -0.393859 -0.584912 2.74 -0.71 -0.74 -0.33
C 2.713190 -0.599141 2.143045 -1.97 -0.27 -0.41 -0.14
C 0.591052 2.022868 -2.668768 0.73 3.00 -1.03 -0.15
C -0.347181 0.606284 2.256613 -1.85 0.72 0.26 -0.12
C 3.117814 -0.459188 0.765770 0.16 5.12 0.18 0.08
C 0.404073 2.185935 -1.183660 -3.13 -3.03 -0.82 -0.34
O 0.304657 1.260062 1.192506 0.35 0.75 0.35 -0.40
P 0.644851 0.653892 -0.219538 0.89 -0.50 -0.16 1.05
H -3.726185 -2.896167 -0.595168 -1.12 -0.79 -0.08 0.10
H -1.559902 -3.521328 -1.563292 -0.37 0.28 -0.27 0.12
H -4.019213 -0.444334 0.267479 -0.89 -0.45 0.38 0.11
H 0.238805 -1.952281 -1.767784 0.19 0.21 0.30 0.11
H -2.233910 0.782276 0.625792 0.62 0.40 -0.78 0.10
H 2.310597 0.273525 2.627550 0.07 0.48 0.12 0.08
H 2.088119 -1.476649 2.343830 -0.26 0.35 -0.42 0.11
H 3.587544 -0.864001 2.614616 2.61 -0.31 1.60 0.08
H 1.650513 2.146643 -3.049808 -1.05 -0.46 0.75 0.10
H 0.159952 1.136312 -3.041255 -0.59 -0.92 -0.70 0.04
H 0.068971 2.957811 -3.076463 0.52 -1.57 -0.01 0.11
H -0.376031 -0.485172 2.114704 0.61 0.27 0.63 0.10
H -1.452943 0.885724 2.141759 1.70 -0.15 1.15 0.10
H 0.146009 1.069083 3.140256 -0.80 -1.07 -0.18 0.11
H 2.924159 -1.249775 0.197404 -0.16 -3.17 -2.74 0.00
H 3.893644 0.352241 0.406391 -1.84 -1.78 0.80 0.14
H -0.740641 2.299986 -0.969816 2.00 0.29 -0.25 0.13
H 0.959127 2.976952 -0.878237 1.49 2.30 1.58 0.05

---

Record 3
20
Properties=species:S:1:pos:R:3:forces:R:3:lowdin_charge:R:1 method="wB97M-V/def2-TZVPD" molar_mass_g_mol=175.14 lumo_energy_ev="-4.7 / -4.7" charge=+1 homo_energy_ev="-11.96 / -11.96"
C 0.892502 1.393634 -0.393406 2.80 -0.39 -0.21 -0.04
C -0.426118 1.835473 -0.196145 -1.54 -3.51 0.97 0.03
C 1.578017 0.272885 -0.070534 -1.53 -0.97 0.25 -0.28
C -1.476857 1.016116 0.046084 1.96 0.81 0.53 -0.25
C 1.025060 -0.710424 0.985158 0.74 2.61 1.69 -0.05
C 0.366226 -1.733674 0.321766 -2.20 -4.09 -3.06 -0.01
N -1.414907 -0.422750 0.241367 -1.38 0.69 -1.25 -0.21
N 2.672096 -0.196336 -0.753594 -1.45 3.40 0.04 0.15
O -2.278743 -0.843077 1.240723 -1.87 0.54 -0.79 0.05
O -1.783156 -0.979996 -0.980099 4.35 -1.46 0.05 0.07
O 0.138911 -2.655398 -0.350545 0.91 3.58 2.79 0.34
F -2.697631 1.492689 0.129765 -1.02 0.03 0.03 0.14
H 1.555200 2.060203 -0.940366 -0.40 0.24 -0.35 0.13
H -0.629562 2.805918 -0.441083 -0.69 2.44 -0.32 0.11
H 1.787372 -1.074995 1.597090 2.20 -1.41 0.31 0.14
H 0.552513 -0.215551 1.875078 -0.88 -0.19 -1.44 0.19
H 3.018935 -1.085695 -0.575054 1.32 -1.15 0.00 0.09
H -3.219105 -0.584378 0.909639 1.91 -0.47 1.11 0.17
H 2.986408 0.544822 -1.393684 0.64 -1.60 0.07 0.14
H -2.647160 -0.919459 -1.252168 -3.88 0.90 -0.41 0.08

---

Record 4
93
Properties=species:S:1:pos:R:3:forces:R:3:lowdin_charge:R:1 method="wB97M-V/def2-TZVPD" molar_mass_g_mol=1090.04 lumo_energy_ev="3.5 / 3.5" charge=-2 spin_multiplicity=4 homo_energy_ev="-0.30 / -2.04"
Ti 0.643223 -1.349058 -0.057343 -1.21 0.13 1.15 0.42
O 2.784039 -2.726618 -3.216937 0.02 -0.01 -0.01 0.03
C 2.591736 -2.137868 -2.036219 -0.06 -0.02 0.12 -0.50
O 1.398772 -1.790537 -1.717592 0.50 0.17 -1.35 -0.46
C 3.623455 -1.879153 -1.131204 0.01 0.03 0.06 -0.23
C 4.977470 -2.119426 -1.485732 -0.02 -0.04 0.01 -0.05
C 5.957277 -1.763272 -0.585899 0.04 -0.01 -0.04 -0.14
C 5.597940 -1.225096 0.632105 -0.04 -0.03 0.12 -0.08
C 4.212355 -1.050864 0.981658 0.01 -0.16 -0.07 -0.22
N 3.203715 -1.361768 0.074729 0.09 0.10 0.05 0.11
C 3.859949 -0.587669 2.268829 0.02 -0.06 -0.03 -0.48
O 4.846464 -0.467241 3.234633 0.01 0.08 0.00 0.04
O 2.714945 -0.256263 2.653041 -0.10 0.42 -0.13 -0.08
H 1.888713 -3.062505 -3.499551 0.01 -0.02 0.00 -0.04
H 5.195652 -2.542103 -2.454956 -0.02 0.00 0.00 0.09
H 7.006132 -1.887682 -0.834496 0.00 -0.01 0.01 0.09
H 6.389383 -0.909080 1.300617 0.00 0.07 -0.01 0.08
H 5.659649 -0.837494 2.881025 0.01 -0.11 -0.01 0.05
S -0.127598 -3.969653 -3.674618 -0.02 0.02 -0.06 -0.27
Sb -1.273866 -3.402069 -1.754188 0.09 -0.03 -0.13 0.34
S -1.258321 -0.886003 -1.474530 -0.02 -0.20 0.07 -0.08
S 0.265858 -3.698434 0.144536 0.12 0.13 -0.05 0.00
I 0.984067 5.143292 -0.899590 0.00 -0.02 -0.01 0.78
C 1.237419 3.191070 -0.286292 0.00 0.03 -0.02 -0.77
C 1.921101 2.751122 0.829494 -0.05 0.02 0.03 -0.16
N 1.817450 1.421554 0.837086 -0.01 0.02 0.00 0.02
N 1.112004 0.968220 -0.204198 0.21 -0.07 0.23 -0.03
C 0.749628 2.033667 -0.903593 -0.08 -0.09 -0.16 -0.22
H 2.456226 3.284475 1.596571 0.00 -0.01 0.00 0.12
H 2.169008 0.736973 1.559574 -0.01 -0.09 0.09 0.08
H 0.187496 1.919826 -1.816486 0.00 -0.01 0.05 0.03
C -1.340298 4.981136 -7.992142 0.01 -0.01 0.01 -0.07
C -0.999579 3.828620 -7.082813 0.01 0.00 -0.01 -0.30
C -1.721065 3.585957 -5.924161 -0.02 -0.04 -0.01 -0.04
C -1.427974 2.511416 -5.086014 -0.05 0.02 0.06 -0.32
C -2.226010 2.320042 -3.822999 0.01 0.01 -0.05 -0.09
C -0.379220 1.643700 -5.409042 0.03 0.00 0.09 -0.52
Te 0.132543 0.001706 -4.138522 0.08 -0.10 -0.15 1.05
C 0.362223 1.878385 -6.579865 -0.02 0.02 0.01 -0.33
C 1.508110 0.979603 -6.955711 -0.02 0.01 0.01 -0.12
C 0.041897 2.960509 -7.391506 -0.01 -0.01 -0.01 -0.04
H -2.058776 5.652418 -7.519571 0.00 0.00 0.00 0.06
H -1.779555 4.631863 -8.930661 0.00 0.00 0.00 0.07
H -0.451818 5.563813 -8.246161 0.00 0.00 0.00 0.07
H -2.539169 4.250331 -5.658025 0.00 0.00 0.00 0.11
H -3.189549 2.829732 -3.884552 0.02 0.02 0.01 0.07
H -1.686821 2.724214 -2.960988 -0.02 -0.02 0.01 0.07
H -2.404111 1.262594 -3.616283 -0.01 0.00 0.00 0.03
H 2.307917 1.038424 -6.212505 0.00 -0.01 0.00 0.07
H 1.917289 1.253002 -7.929956 0.01 0.00 0.00 0.06
H 1.193485 -0.066590 -6.988472 -0.01 0.01 0.00 0.06
H 0.624983 3.129061 -8.293671 0.00 0.00 0.00 0.11
C -3.642454 -0.423964 1.545038 -0.04 -0.01 0.03 -0.10
C -2.970720 -1.513041 2.397498 0.02 0.03 -0.04 -0.59
C -2.907277 -2.745609 1.484853 -0.08 0.03 0.01 -0.13
C -3.865906 -1.823998 3.602259 -0.06 -0.02 0.00 -0.09
P -1.212992 -0.955229 2.794437 -0.24 -0.02 -0.11 0.91
N -0.340117 -0.929879 1.499112 0.60 -0.03 0.31 -0.36
C -1.367610 0.799574 3.522274 0.07 -0.05 -0.08 -0.57
C -0.027811 1.174347 4.173656 0.01 0.02 0.06 -0.09
C -1.603785 1.773670 2.346969 0.06 0.04 0.00 -0.09
C -2.470064 1.028183 4.562157 0.00 0.05 0.05 -0.10
C -0.527591 -2.113564 4.125292 0.04 0.01 -0.04 -0.58
C -0.801689 -3.571593 3.725194 0.07 0.01 0.05 -0.11
C -1.080375 -1.891415 5.536864 0.00 -0.07 0.03 -0.09
C 1.000101 -1.969293 4.149040 -0.10 -0.07 0.03 -0.09
H -4.537396 -0.857881 1.087752 -0.01 0.00 0.01 0.09
H -2.988787 -0.099470 0.734552 0.01 -0.01 -0.01 0.04
H -3.956598 0.439682 2.129907 -0.02 -0.03 0.01 0.05
H -3.934731 -3.061482 1.269133 -0.01 0.03 0.00 0.09
H -2.371371 -3.591100 1.902033 -0.04 0.06 -0.11 0.04
H -2.434892 -2.478947 0.543506 0.00 0.02 0.07 -0.04
H -4.884926 -1.976225 3.229615 0.00 -0.02 0.01 0.08
H -3.902821 -1.021006 4.337162 -0.02 -0.08 -0.03 0.05
H -3.570098 -2.740070 4.112109 0.01 -0.02 -0.01 0.06
H 0.828141 0.935824 3.548535 0.08 -0.06 -0.12 0.06
H 0.114412 0.684094 5.137073 0.01 -0.02 -0.03 0.06
H -0.026434 2.253930 4.358858 0.00 -0.02 0.00 0.08
H -1.180781 1.397784 1.417305 0.10 -0.03 -0.08 0.06
H -1.127496 2.731600 2.568992 0.01 0.03 0.02 0.08
H -2.664191 1.965705 2.187438 0.06 -0.01 -0.02 0.06
H -2.398383 0.356260 5.417540 -0.01 0.04 -0.03 0.06
H -3.469641 0.941076 4.137916 0.03 0.03 -0.01 0.06
H -2.367955 2.051653 4.940798 0.00 0.01 -0.01 0.08
H -1.853307 -3.845042 3.797228 0.02 0.00 0.01 0.06
H -0.248836 -4.212813 4.419735 0.00 0.01 0.02 0.08
H -0.436810 -3.782068 2.718009 -0.05 0.01 -0.01 0.01
H -2.164851 -1.988430 5.590210 0.02 0.00 0.01 0.06
H -0.797854 -0.926685 5.953908 0.02 0.01 0.00 0.05
H -0.649980 -2.662500 6.185340 0.00 0.01 0.01 0.08
H 1.416201 -1.994760 3.143697 -0.07 -0.03 0.09 0.06
H 1.414055 -2.810399 4.715286 -0.02 0.02 0.06 0.09
H 1.337779 -1.047197 4.614868 0.01 -0.01 -0.06 0.06

---

Respective relative energy (zero: lowest compared OMol25 entry of this formula, charge and spin) values: 47.8 275.4 21.5 96.6 kJ/mol.